The following is a DFT calculation (ωB97M-V/def2-TZVPD) of the molecule C2H4O2S.

Calculated values
**LUMO level**: -2.200 eV
**HOMO-LUMO gap**: 7.87 eV
**Relative energy (zero: lowest compared OMol25 entry of this formula, charge and spin)**: 6.5667 eV
**Spin multiplicity**: 1
**SMILES**: C#S(=O)OC
**Highest occupied orbital energy**: -10.068 eV

Positions of all 9 atoms, in Å:
1 C 0.11604 0.83585 -0.49389
2 O 0.14586 -1.98916 -0.81965
3 H -0.85205 1.34310 -0.38764
4 O 0.44490 0.18309 0.65469
5 S 0.27924 -1.79079 0.60374
6 H 0.90783 1.56432 -0.71589
7 H 0.05803 0.13830 -1.34351
8 H 0.31786 -3.12620 2.53173
9 C 0.24608 -3.20990 1.45390

---

The following is a DFT calculation (ωB97M-V/def2-TZVPD) of the molecule C3H6N2OS2.

Calculated values
**LUMO level**: 0.138 eV
**HOMO-LUMO gap**: 8.96 eV
**Relative energy (zero: lowest compared OMol25 entry of this formula, charge and spin)**: 3.7679 eV
**Spin multiplicity**: 1
**SMILES**: CSC(/C=N\S)=N\O
**Highest occupied orbital energy**: -8.820 eV

Positions of all 14 atoms, in Å:
1 H -3.40893 -0.53652 0.55628
2 S -1.51635 -0.91143 -0.59513
3 O -0.52067 1.83884 -0.49517
4 H 4.33569 -0.34845 0.08911
5 C 0.09480 -0.28702 -0.27720
6 N 2.46534 -1.19613 -0.12275
7 H 0.92037 -2.41199 -0.23060
8 H -0.03076 2.70508 -0.44855
9 H -2.00894 0.13398 1.49724
10 H -2.65874 1.05739 0.10841
11 C -2.53593 0.05318 0.52071
12 C 1.18023 -1.34427 -0.17299
13 N 0.47707 0.92965 -0.31279
14 S 3.20682 0.31768 -0.11657

---

The following is a DFT calculation (ωB97M-V/def2-TZVPD) of the molecule C6H13O2P.

Calculated values
**LUMO level**: 0.796 eV
**HOMO-LUMO gap**: 8.49 eV
**Relative energy (zero: lowest compared OMol25 entry of this formula, charge and spin)**: 4.3746 eV
**Spin multiplicity**: 1
**SMILES**: CC=P1(C)OCCCO1
**Highest occupied orbital energy**: -7.695 eV

Positions of all 22 atoms, in Å:
1 O 1.64068 0.13985 -0.06398
2 H 2.91696 0.55491 1.58659
3 H 2.14378 -1.08046 1.61243
4 H 0.06514 1.03902 1.61551
5 C -0.27199 -0.94881 1.93574
6 C -2.26043 1.84035 -1.26624
7 H -0.74741 1.17554 -2.43379
8 C 0.66729 0.27291 2.15619
9 H 0.10731 -2.33079 -2.32700
10 H -1.34369 -0.79125 2.30862
11 C -1.51843 0.61573 -1.83765
12 C 1.98470 -0.00260 1.32569
13 C 0.64688 -1.42406 -2.00697
14 H -1.53470 2.67376 -1.01800
15 H 0.95536 -0.76599 -2.93786
16 H -2.93494 1.61253 -0.47589
17 P 0.11339 -0.28995 -0.62218
18 H -2.85318 2.03822 -2.16115
19 H 0.04021 -1.74571 2.64155
20 O -0.30788 -1.36878 0.55086
21 H 0.86792 0.63210 3.15228
22 H 1.62301 -1.84654 -1.73475

---

The following is a DFT calculation (ωB97M-V/def2-TZVPD) of a structure of composition C48H57F11N6O7PTi.

Calculated values
**Total charge**: -1
**LUMO level (alpha / beta)**: 1.198 / 1.198 eV
**HOMO-LUMO gap (alpha / beta)**: 4.02 / 4.02 eV
**Spin multiplicity**: 1
**Highest occupied orbital energy (alpha / beta)**: -2.825 / -2.826 eV

Positions of all 131 atoms, in Å:
1 C 1.65934 -5.55075 -0.39916
2 H -4.26132 1.21500 -2.50583
3 H 1.41285 7.39807 -1.24631
4 H -4.11764 -0.40565 -4.85320
5 H 0.51820 -4.08082 2.29412
6 C -3.01937 0.29187 3.63113
7 C -4.67735 -3.90315 1.53881
8 H -0.69091 1.22421 4.75946
9 H -2.38352 2.00745 1.19331
10 H -3.76450 -2.69846 -2.23005
11 O 0.17097 -2.53563 -1.71267
12 C 3.08169 2.63151 -0.53311
13 C -1.33683 -1.71526 -3.41086
14 H -0.05806 0.79987 -5.30406
15 H 5.09443 3.90328 1.24872
16 C 2.36416 0.30692 -0.55695
17 H -4.99748 -4.07996 0.50656
18 C 1.51116 -3.32705 4.00533
19 H -2.37021 -3.64469 -0.08050
20 C 2.07337 6.62390 -0.86272
21 F 2.72247 -2.38509 5.78808
22 F 2.91564 -6.77912 -2.05174
23 H 3.83300 6.57175 0.42972
24 C -3.25391 -4.44168 1.72286
25 C 4.64152 0.90742 -0.93461
26 Ti 1.38595 -2.37838 -0.32960
27 H 6.33024 2.69648 -1.28476
28 H -3.72938 -3.45361 -3.79489
29 H 1.63461 -0.52910 -4.65910
30 H -2.12015 2.42855 -5.72889
31 C -4.49544 -2.40697 1.77420
32 H -0.05026 1.33304 -0.07982
33 C 2.12933 -6.34568 0.85992
34 H -2.26486 1.30168 -7.07651
35 O 1.43357 -0.57519 -0.45903
36 H -5.31593 1.76375 -1.18792
37 H -2.99868 -4.45684 2.78673
38 N 4.37810 2.20220 -0.79689
39 C 0.40242 -6.27192 -1.00958
40 O -1.14128 -0.85627 0.32898
41 H -4.12168 2.31870 1.13939
42 C 1.46670 4.41959 -0.11900
43 C 1.59933 -2.28855 1.79191
44 C 3.21979 7.29850 -0.11836
45 F 0.20568 -5.93054 -2.28380
46 H -5.11403 -0.54333 -0.59644
47 C -4.34132 1.32948 -1.42648
48 C 5.91973 3.45276 0.69420
49 N -3.58771 0.32965 0.62713
50 C -2.69782 -1.56730 -3.75737
51 H 1.51698 6.81909 2.37431
52 N -2.01371 -0.03347 2.60544
53 C -0.37766 -0.86798 -4.00860
54 H -0.45394 -1.37295 3.20166
55 C 1.15486 -3.28882 2.66329
56 H -3.38143 3.26311 -0.96650
57 C 2.77673 3.96971 -0.37401
58 H 6.76296 4.14454 0.70371
59 C -0.80388 0.14663 -4.85601
60 H 3.55206 4.71712 -0.41569
61 C -2.41972 -3.40549 0.97886
62 H -4.77853 -2.04120 -3.53769
63 F 2.69735 -7.52428 0.56947
64 H 0.10121 0.21694 2.70698
65 C -2.36340 -0.13594 4.93992
66 N 1.11916 8.60857 1.39733
67 H 0.35547 9.02255 0.85725
68 H 2.44864 6.04678 -1.71277
69 H -3.47783 -0.64773 -1.26327
70 C -0.69543 -0.31057 3.22946
71 C 3.69464 -0.06605 -0.83297
72 C -3.81015 -2.48686 -3.29532
73 F -0.68639 -5.95271 -0.31033
74 O 3.20030 -2.38898 -0.64833
75 H 2.84539 -0.52397 1.73838
76 N -3.17480 -2.13710 1.19412
77 C 4.09811 -1.49493 -1.03033
78 C 2.35747 -2.35228 4.48886
79 F 3.01582 -5.62769 1.55172
80 H -0.53511 6.87324 0.14967
81 C -2.57407 1.48645 -6.04454
82 H 3.85982 7.83525 -0.83028
83 F 0.52517 -7.61407 -0.97038
84 F 2.59062 -4.66996 -2.41770
85 F 1.07626 -6.58024 1.66664
86 C 0.68314 7.32469 1.85391
87 C -3.06629 -0.52680 -4.60758
88 H -1.40397 -3.32359 1.34910
89 C 2.45981 -1.33555 2.34437
90 H -2.50984 -1.20905 5.10547
91 H -0.36380 5.51742 1.28439
92 H 5.66783 0.63828 -1.15444
93 H 3.52228 -0.60646 4.08700
94 H 5.23323 4.05929 -1.26484
95 C 1.11964 -1.00695 -3.82586
96 P -2.38174 -0.69771 1.13881
97 C 0.73748 2.08168 -0.15158
98 H 6.21436 2.53255 1.20386
99 C -2.14444 0.35477 -5.14458
100 H 1.43406 -2.04546 -3.77055
101 C -4.16702 -0.01166 -0.70908
102 C 5.50670 3.14888 -0.73941
103 H -3.11034 -5.44056 1.31148
104 O 5.17443 -1.77160 -1.49013
105 O -1.65752 -3.71201 -2.18389
106 H 1.15733 -4.11094 4.66525
107 H -2.26519 1.90820 -1.24531
108 F 3.99076 -5.29473 -0.90058
109 C -3.29801 1.79458 0.64757
110 H -5.27040 -1.80498 1.29789
111 C -0.88020 0.15016 4.67267
112 H -5.41041 -4.34218 2.21552
113 C 0.46200 3.39093 -0.02264
114 C 2.84736 -1.35199 3.68155
115 H -0.20764 -0.37829 5.34855
116 C 0.16808 6.31976 0.77815
117 H -2.75781 0.40930 5.79779
118 N 1.23585 5.73031 -0.04777
119 F -0.81839 3.72387 0.12724
120 O 1.33272 -4.29315 0.02338
121 H -0.17251 7.35556 2.58224
122 C 2.81487 -5.57401 -1.45921
123 H -3.65795 1.60726 -6.03315
124 H -3.21160 1.37153 3.64422
125 H 1.43830 -0.52123 -2.90717
126 H -4.52032 -2.19834 2.84939
127 H 2.77724 8.01035 0.60081
128 C -3.23384 2.19342 -0.82203
129 C 2.06339 1.65822 -0.41693
130 H -3.96984 -0.20383 3.43562
131 C -0.95938 -2.75132 -2.38225

---

spin multiplicity of number 3 (C6H13O2P)? 1